No. 1
DFT (ωB97M-V/def2-TZVPD) results for 6 unconnected molecules or ions with the total composition C41H45BBrClF15NO15.

Computed properties:
HOMO energy in eV: -8.654
HOMO-LUMO gap in eV: 7.078
F_max in hartree/bohr: 0.168
Structure (SMILES): Cc1cc2c(cc1CCC(=O)O)C(=O)c1c(CCCCl)cc(Br)c(B(N)O)c1C2=O.CCOC(=O)C(F)(F)F.CCOC(=O)C(F)(F)F.CCOC(=O)C(F)(F)F.CCOC(=O)C(F)(F)F.CCOC(=O)C(F)(F)F

```
120
Properties=species:S:1:pos:R:3:forces:R:3:mulliken_charge:R:1
C -5.3529 -2.1068 -2.5037 0.4 -0.4 0.6 -1.08
C -3.7065 -2.1319 -2.3691 3.5 0.4 1.2 0.75
C -3.0761 -1.4816 -0.9909 3.1 -1.8 -2.9 -0.77
C -1.4442 -1.5196 -0.8291 -0.6 -0.6 -1.6 0.16
C -0.3905 -2.1723 -1.9364 -3.3 0.2 -0.6 0.28
C -1.0136 -2.7936 -3.3195 -2.2 2.0 4.0 -0.78
C -2.6640 -2.7395 -3.4789 0.9 0.2 1.7 0.54
C -3.2728 -3.3635 -4.9007 1.1 1.4 0.4 -0.86
C -3.5764 -2.0357 -5.8607 -0.1 0.2 -0.1 -0.02
C -2.5714 -1.9300 -7.1582 4.2 4.8 -0.5 0.24
O -1.6609 -0.9414 -7.1811 -5.7 -6.5 0.1 -0.51
O -2.6310 -2.8395 -8.3486 1.0 0.7 3.7 -0.46
C 1.2398 -2.1263 -1.5670 2.3 -3.1 -0.4 -0.05
O 2.0664 -3.1623 -1.8035 -5.1 6.6 1.2 -0.52
C 1.7293 -0.7046 -0.8342 0.4 1.9 0.9 -0.05
C 3.1875 -0.0269 -1.2295 -2.6 1.2 2.7 0.29
C 4.1462 -0.7650 -2.3476 -0.1 0.7 -0.5 -0.22
C 5.0017 0.3086 -3.2879 0.1 -1.1 -0.7 -0.15
C 5.4487 -0.5734 -4.6369 0.6 -0.5 1.3 -0.38
Cl 4.5645 0.0271 -6.1630 0.9 -0.5 1.3 -0.22
C 3.5761 1.3992 -0.4650 -3.5 -1.9 0.7 -0.36
C 2.5202 2.0733 0.6107 -1.0 -3.6 -2.1 -0.35
Br 2.9828 3.8300 1.5120 -0.5 -2.3 -1.1 -0.21
C 1.0526 1.4142 0.9931 2.9 -2.6 -3.1 0.32
B -0.0118 2.1185 2.0354 -1.6 1.8 0.2 0.76
N -0.1724 1.8002 3.5121 0.3 -0.8 -2.2 -0.55
O -0.9400 3.1410 1.4556 2.6 -1.2 1.7 -0.61
C 0.6633 -0.0238 0.2600 3.1 1.3 -0.9 0.12
C -0.7432 -0.8565 0.5365 -2.0 -1.1 3.1 -0.01
O -1.3021 -1.0557 1.7325 3.4 1.7 -6.9 -0.52
H -5.7964 -2.0830 -1.3971 1.1 0.1 -2.5 0.36
H -5.7748 -3.1008 -2.9873 1.0 2.1 0.8 0.26
H -5.7536 -1.1605 -3.0867 1.0 -2.0 1.1 0.22
H -3.7300 -0.9950 -0.1203 1.6 -1.3 -2.2 0.25
H -0.2770 -3.2283 -4.1272 -1.9 0.9 1.8 0.24
H -4.2566 -3.9777 -4.7403 2.1 1.1 -0.3 0.32
H -2.4038 -3.9832 -5.4176 -2.1 1.0 1.3 0.37
H -3.3800 -1.0602 -5.2119 -0.3 -2.1 -1.7 0.33
H -4.7077 -2.0431 -6.1601 2.3 0.0 0.2 0.12
H -1.8316 -3.4405 -8.2205 -1.3 1.2 -0.4 0.35
H 3.4712 -1.3741 -3.1214 1.3 1.3 2.1 0.35
H 4.9300 -1.5196 -1.8794 -1.9 1.6 -0.7 0.22
H 4.3355 1.2078 -3.6491 1.4 -1.8 0.9 0.40
H 6.0080 0.6499 -2.7789 -2.2 -0.4 -0.9 -0.19
H 6.6215 -0.5571 -4.7763 -2.6 0.2 -0.1 0.32
H 5.1440 -1.6956 -4.4929 0.5 2.2 -0.4 0.29
H 4.6005 1.9123 -0.7039 -2.3 -1.0 0.6 0.24
H 0.6842 1.3809 3.9355 -1.2 0.0 -0.6 0.26
H -0.9920 1.1227 3.5452 1.3 1.1 0.4 0.22
H -0.8941 3.9841 1.9954 -0.4 -1.5 -0.5 0.26
C -1.0794 -2.0604 5.6554 -0.1 0.4 0.1 -1.06
C 0.0970 -2.7971 6.2688 -0.7 -0.5 -0.4 -0.18
O 1.0548 -1.8688 6.7976 0.3 1.0 1.9 -0.32
C 0.7824 -1.3625 8.0431 -2.5 -2.1 -0.7 0.38
O -0.2128 -1.6582 8.6993 2.5 1.0 -1.1 -0.53
C 1.9032 -0.4322 8.5017 1.8 1.8 0.8 0.84
F 2.3031 0.4336 7.5263 -0.6 -0.9 0.6 -0.22
F 3.0198 -1.1194 8.8789 -1.2 0.1 -0.4 -0.25
F 1.5541 0.3395 9.5698 -0.1 -1.0 -1.1 -0.24
H -0.7343 -1.3402 4.9059 0.0 -0.2 0.0 0.21
H -1.7722 -2.7613 5.1815 0.1 0.1 0.0 0.40
H -1.6274 -1.4911 6.4130 0.0 -0.2 0.0 0.34
H 0.6098 -3.3760 5.4930 0.2 0.3 0.3 0.33
H -0.2280 -3.5066 7.0388 0.1 0.3 0.0 0.31
C -5.7998 1.5805 -10.8937 -0.4 0.2 0.1 -1.17
C -5.3286 0.4482 -9.9998 0.4 0.0 -0.9 -0.15
O -5.8508 0.6014 -8.6722 -1.7 -0.6 1.1 -0.29
C -7.1349 0.1621 -8.4729 0.7 -0.7 -3.3 0.38
O -7.8319 -0.3364 -9.3528 1.2 1.1 2.5 -0.52
C -7.5423 0.3385 -7.0117 -1.0 0.6 2.4 0.83
F -7.1918 1.5573 -6.5092 -0.1 -1.0 -0.8 -0.25
F -6.9572 -0.5885 -6.1994 -0.2 0.5 -0.9 -0.23
F -8.8860 0.2220 -6.8135 1.4 0.0 -0.7 -0.24
H -5.5468 2.5503 -10.4521 0.1 -0.2 -0.1 0.31
H -5.3405 1.5106 -11.8836 0.0 0.0 0.2 0.37
H -6.8876 1.5616 -11.0149 0.2 -0.1 -0.1 0.32
H -4.2367 0.4781 -9.9177 -0.3 0.0 0.4 0.32
H -5.5942 -0.5311 -10.4150 -0.1 0.2 0.2 0.32
C 11.6584 2.4045 -2.6528 -0.1 0.2 0.3 -1.11
C 10.8132 1.1892 -2.9868 0.5 0.4 -0.7 -0.18
O 10.1500 0.6967 -1.8136 -1.8 0.4 0.9 -0.30
C 8.9947 1.3437 -1.4554 1.0 1.5 -2.7 0.33
O 8.5230 2.2946 -2.0734 0.7 -2.3 1.8 -0.52
C 8.3705 0.6874 -0.2258 -1.0 -0.9 2.4 0.93
F 9.2855 0.4134 0.7482 -0.5 0.4 -1.2 -0.25
F 7.7700 -0.5003 -0.5261 0.6 1.0 -0.3 -0.25
F 7.4129 1.4581 0.3635 1.0 -0.4 -1.0 -0.23
H 12.3564 2.1764 -1.8402 0.0 -0.1 -0.2 0.30
H 12.2267 2.7343 -3.5268 -0.1 -0.1 0.1 0.37
H 11.0353 3.2371 -2.3109 0.0 -0.1 -0.2 0.31
H 11.4602 0.3828 -3.3487 -0.3 0.0 0.3 0.33
H 10.0916 1.4059 -3.7833 0.0 0.0 0.3 0.29
C -1.1958 9.4754 3.6909 0.4 -0.2 0.0 -1.08
C -2.1407 9.0668 2.5759 -0.4 0.3 0.7 -0.20
O -1.4058 8.5874 1.4407 0.7 -1.9 -0.6 -0.32
C -0.9855 7.2830 1.4993 -1.6 0.6 2.6 0.39
O -1.2020 6.5362 2.4502 0.8 1.2 -2.4 -0.53
C -0.2643 6.8925 0.2110 1.5 -0.9 -2.3 0.84
F 0.6258 7.8395 -0.2036 -0.9 -0.5 0.7 -0.25
F -1.1302 6.7066 -0.8268 0.3 0.3 1.2 -0.26
F 0.4449 5.7340 0.3253 -1.0 1.2 0.4 -0.16
H -0.4630 10.2034 3.3270 -0.2 0.0 0.0 0.30
H -1.7479 9.9149 4.5262 0.0 -0.1 -0.1 0.36
H -0.6301 8.6158 4.0641 -0.2 0.1 0.0 0.31
H -2.7095 9.9409 2.2407 0.2 -0.3 -0.3 0.32
H -2.8677 8.3201 2.9163 0.3 0.0 -0.2 0.31
C -2.6777 -4.5577 11.4516 0.4 -0.1 0.0 -0.98
C -3.7828 -5.0637 10.5428 -0.2 0.4 0.8 -0.21
O -3.2374 -5.5628 9.3132 0.7 -1.8 -0.7 -0.30
C -2.7426 -6.8418 9.3461 -1.1 0.5 3.1 0.36
O -2.7447 -7.5508 10.3490 0.3 1.3 -2.7 -0.52
C -2.2428 -7.2602 7.9650 1.0 -0.9 -2.3 0.83
F -1.4943 -6.2939 7.3593 -0.7 -0.5 0.8 -0.20
F -3.2687 -7.5365 7.1090 0.5 0.3 1.1 -0.25
F -1.4624 -8.3774 7.9946 -0.9 1.2 0.5 -0.24
H -2.0626 -3.8148 10.9328 -0.2 0.0 0.1 0.21
H -3.0950 -4.1046 12.3551 0.0 -0.1 -0.1 0.37
H -2.0083 -5.3709 11.7499 -0.2 0.1 0.0 0.31
H -4.4493 -4.2344 10.2819 0.2 -0.2 -0.3 0.31
H -4.3954 -5.8262 11.0382 0.3 0.0 -0.2 0.32
```
Positions in Å, forces in eV/Å.

No. 2
DFT (ωB97M-V/def2-TZVPD) results for a molecular structure, C41H45IrNO5P.

Computed properties:
HOMO energy (spin up / spin down) in eV: 2.295 / -0.228
HOMO-LUMO gap (spin up / spin down) in eV: 1.180 / 3.701
Net charge: -2
F_max in hartree/bohr: 0.102
2S+1: 5

```
94
Properties=species:S:1:pos:R:3:forces:R:3:mulliken_spin:R:1
C -3.2548 4.8301 -2.0392 -1.6 0.3 0.0 0.01
C -3.2833 3.6843 -0.9484 -1.1 0.5 -1.2 0.01
C -1.7705 5.0247 -2.4340 -1.1 0.5 -0.2 0.04
C -0.9489 4.2136 -1.4119 0.5 -0.4 0.0 -0.02
H -1.6009 6.1090 -2.3908 0.2 -0.4 0.1 0.00
H -1.6550 4.7567 -3.4913 0.3 -0.2 0.4 -0.01
C -1.9172 3.6650 -0.3090 0.3 0.6 -0.8 0.02
H -3.4773 2.7689 -1.5063 0.1 -0.2 0.1 0.00
H -4.1464 3.8679 -0.2788 0.6 -0.3 -0.1 0.00
C -1.4700 2.3093 0.2803 0.7 -0.4 1.3 0.00
H -1.9671 4.3940 0.5012 0.2 0.0 0.2 -0.01
H -0.2432 4.9108 -0.9463 0.0 -0.2 0.1 0.02
C -0.1715 3.0929 -2.0273 0.7 0.7 0.2 0.71
C -4.2033 4.4889 -3.2127 1.0 -2.0 -0.4 0.00
C -3.8959 6.1568 -1.6131 1.5 0.5 1.2 -0.01
O -3.4826 7.2441 -1.9375 -0.2 0.0 -0.2 0.00
O -4.2240 3.4151 -3.7815 0.0 0.8 0.4 0.00
O -5.0265 5.4822 -3.5785 0.5 0.5 0.8 0.00
O -4.9207 6.0345 -0.7547 -0.3 -0.1 -0.2 0.00
C -5.6059 7.2683 -0.5260 0.1 -0.3 0.0 0.00
H -6.4366 7.0157 0.1235 -0.1 0.1 0.1 0.00
H -5.9568 7.6650 -1.4787 0.0 0.1 0.1 0.00
H -4.9380 7.9848 -0.0513 -0.1 0.1 0.0 0.00
C -5.9460 5.1573 -4.5803 0.2 -0.7 -0.1 0.00
H -5.4309 4.7889 -5.4472 0.2 -0.2 -0.5 0.00
H -6.4698 6.0478 -4.7856 -0.7 1.0 -0.3 0.00
H -6.6107 4.3897 -4.2247 -0.4 -0.4 0.1 0.00
O -0.6115 1.4746 -0.3394 0.2 0.7 -2.6 0.27
H -2.3657 1.7450 0.4856 -1.2 -0.1 0.6 0.01
H -0.9836 2.5670 1.2223 -0.4 0.4 0.9 0.00
C 1.3089 3.0911 -1.8026 -0.4 -0.2 -0.3 -0.02
C -0.6941 2.4334 -3.2333 0.2 0.0 -0.1 0.06
H -0.5580 3.1395 -4.0695 -0.2 -0.2 -0.4 0.02
H -1.7637 2.1677 -3.1583 0.4 0.0 -0.1 0.00
H -0.0867 1.5463 -3.4499 -0.3 0.3 -0.2 -0.01
H 1.7050 2.0681 -1.9571 0.0 0.5 0.1 0.00
H 1.5616 3.4256 -0.7774 0.0 -0.1 -0.6 0.01
H 1.7465 3.7892 -2.5582 0.3 -0.3 0.4 0.02
Ir 0.3286 -0.4706 0.0820 0.4 -0.4 -0.8 0.81
C 1.9005 0.3050 2.5079 -0.3 0.5 -0.1 0.40
C 0.9898 0.7394 1.4605 -1.4 0.4 2.5 -0.14
C -0.4044 0.0998 1.8795 2.2 1.3 0.9 -0.08
H 1.0676 1.7047 0.9868 0.1 0.4 0.3 0.02
C -0.1202 -0.6339 3.0938 0.1 0.7 -0.4 0.50
C 1.2139 -0.4496 3.4440 0.8 -0.5 1.8 -0.13
H 1.6719 -0.8182 4.3933 -0.3 0.0 -1.0 0.00
H 2.9382 0.6273 2.5158 -0.1 -0.3 0.2 0.01
H -1.3482 0.6002 1.7500 -0.1 -0.2 0.1 0.04
H -0.8887 -1.1654 3.6362 0.1 -0.1 0.2 -0.02
C 0.3058 -1.7970 -1.9290 -0.9 0.7 -0.6 0.03
C -0.2300 -2.8219 -1.1079 -1.2 -0.1 0.1 0.23
C -1.3191 -2.2953 -0.3778 -0.2 -0.7 -1.6 0.05
H 0.1781 -3.8076 -1.0185 0.2 -0.1 0.3 -0.01
C -1.5853 -0.9694 -0.8580 0.3 -0.3 -1.0 0.10
C -0.5785 -0.6707 -1.8677 -0.8 -1.0 -0.7 0.01
H -0.5612 0.1779 -2.5347 0.0 -0.3 0.6 0.00
H 1.1749 -1.8344 -2.5722 -0.1 -0.2 0.1 0.00
H -1.9148 -2.7878 0.3724 0.1 -0.2 0.1 -0.01
H -2.3991 -0.3134 -0.5762 0.1 -0.2 0.0 -0.01
N 1.5746 -1.8303 0.6188 3.2 -3.7 1.9 0.15
P 2.2807 -3.1601 1.2349 -3.5 2.7 -0.5 -0.04
C 2.9085 -3.1203 2.9688 -0.7 0.0 -0.9 -0.04
C 4.0271 -2.3176 3.2306 0.7 0.0 1.1 0.26
C 4.5375 -2.2210 4.5370 -1.2 -1.0 -0.5 -0.07
C 3.9147 -2.9341 5.5833 0.3 0.4 -0.8 0.11
C 2.7955 -3.7345 5.3183 -0.2 0.1 -1.2 0.01
C 2.2856 -3.8270 4.0139 0.6 0.2 0.7 -0.05
C 1.1602 -4.6084 1.2390 2.0 0.8 -0.5 0.03
C -0.0930 -4.4516 1.8471 -1.4 -0.3 0.7 0.23
C -0.9935 -5.5213 1.8920 1.4 0.0 -0.5 -0.12
C -0.6429 -6.7564 1.3115 -0.4 0.4 0.4 0.23
C 0.5904 -6.8975 0.6567 1.0 1.0 -0.1 0.03
C 1.4826 -5.8169 0.5970 -0.7 -0.9 0.0 0.01
C 3.7678 -3.6832 0.3318 0.8 -0.4 -0.1 -0.07
C 4.6374 -4.7032 0.8070 -0.5 0.8 -0.4 0.01
C 5.7497 -5.0601 0.0519 0.2 -0.3 0.1 -0.03
C 6.0277 -4.4225 -1.1599 -0.9 0.6 0.1 -0.01
C 5.1690 -3.3966 -1.6165 0.6 -0.7 0.4 -0.01
C 4.0530 -3.0271 -0.8703 0.1 -0.1 0.1 0.06
H 4.4994 -1.7633 2.4210 -0.1 -0.1 0.1 0.02
H 5.4008 -1.6217 4.7223 0.5 0.4 0.2 -0.01
H 4.3213 -2.8926 6.5738 0.1 0.1 0.4 0.04
H 2.3221 -4.3040 6.1015 -0.1 -0.1 0.2 0.02
H 1.4269 -4.4633 3.8074 0.2 0.2 0.0 0.07
H -0.3705 -3.4864 2.2865 0.2 -0.3 -0.2 0.08
H -1.9429 -5.4011 2.3727 -0.4 0.1 0.2 0.00
H -1.3129 -7.5939 1.3762 -0.3 -0.2 0.0 0.04
H 0.8675 -7.8316 0.1936 0.0 -0.2 -0.1 0.02
H 2.4255 -5.9118 0.0521 -0.3 -0.1 0.2 0.03
H 4.4256 -5.1855 1.7657 0.0 0.2 -0.3 0.09
H 6.4099 -5.8583 0.4286 -0.3 0.4 -0.3 0.00
H 6.8924 -4.7135 -1.7376 0.1 0.0 -0.1 0.00
H 5.3899 -2.8987 -2.5524 0.0 0.0 0.0 0.00
H 3.3880 -2.2176 -1.1967 0.2 -0.3 0.2 0.00
```
Positions in Å, forces in eV/Å.